[1]
{
  "formula": "C51H49FI2IrN5O5Te",
  "method": "ωB97M-V/def2-TZVPD",
  "symbols": ["Ir", "I", "I", "Te", "F", "O", "O", "O", "O", "O", "N", "N", "N", "N", "N", "C", "C", "C", "C", "C", "C", "C", "C", "C", "C", "C", "C", "C", "C", "C", "C", "C", "C", "C", "C", "C", "C", "C", "C", "C", "C", "C", "C", "C", "C", "C", "C", "C", "C", "C", "C", "C", "C", "C", "C", "C", "C", "C", "C", "C", "C", "C", "C", "C", "C", "C", "H", "H", "H", "H", "H", "H", "H", "H", "H", "H", "H", "H", "H", "H", "H", "H", "H", "H", "H", "H", "H", "H", "H", "H", "H", "H", "H", "H", "H", "H", "H", "H", "H", "H", "H", "H", "H", "H", "H", "H", "H", "H", "H", "H", "H", "H", "H", "H", "H"],
  "positions_angstrom": [[1.39451, 0.14421, 2.04195], [3.39767, 3.25613, -1.64718], [8.39820, 1.31753, 0.98193], [1.00829, -2.45969, -0.74463], [-4.52300, 0.12524, -1.35639], [2.19050, 1.18521, 0.49020], [0.56472, -1.20683, 3.41875], [0.56806, 3.41409, 4.43248], [-0.54594, 0.54107, 1.44845], [1.53171, 1.95042, 3.06383], [-7.93216, 3.71877, -2.04471], [-2.81032, 3.81445, 2.34296], [1.16294, -1.76240, 1.39143], [3.31978, -0.18890, 2.44461], [-6.18189, 2.40622, -0.82732], [0.23991, -4.03177, 4.03728], [0.50243, -1.22099, -5.53877], [7.39878, -2.62110, -0.15553], [-4.11351, 1.05957, -0.46767], [-2.90785, 0.88211, 0.14800], [5.54928, 0.46668, 1.75467], [0.03679, 0.47584, -2.18814], [-8.23812, 3.64881, -0.57094], [1.00638, -2.45821, -5.15870], [-0.76591, 2.57296, 2.69677], [-3.63487, 4.93251, 2.73875], [-6.52652, 1.70760, -2.06254], [2.94452, -4.50014, 0.95875], [-4.93470, 2.15927, -0.18662], [-1.09261, -5.94046, 3.44102], [-1.40230, -5.34492, 2.22695], [3.81265, -0.93279, 3.40708], [6.05488, -0.34508, 2.79636], [6.31461, 1.26310, 0.86556], [-1.62456, 3.59883, 2.95541], [-2.45815, 1.79952, 1.09781], [-0.87923, -4.09944, 1.90991], [-4.48636, 3.07304, 0.75094], [5.08568, -3.47393, 0.32503], [-0.04579, -3.44321, 2.80862], [0.54640, 2.63876, 3.48945], [3.48619, 1.26576, 0.59408], [1.76054, -4.15236, -3.48718], [0.33739, -0.60897, -3.19328], [5.91019, -2.59028, -0.34950], [4.29283, 2.04851, -0.21331], [0.33328, -0.86323, -6.99034], [3.70161, -3.45221, 0.18427], [-0.27342, -5.28059, 4.34761], [4.15131, 0.49989, 1.60546], [1.18220, -2.80206, -3.82158], [5.31461, -1.65814, -1.18827], [-7.81765, 2.33513, -2.61358], [0.55732, -2.12350, 2.49721], [5.68935, 2.03601, -0.07738], [0.84071, -1.86114, -2.84342], [5.19852, -1.03881, 3.60302], [-1.16567, 1.58647, 1.75194], [3.42026, -0.51816, -2.29168], [3.93578, -1.57914, -1.35724], [0.17022, -0.31308, -4.54297], [-3.26085, 2.90407, 1.40418], [3.12503, -2.49016, -0.65821], [-3.82080, 6.07970, 1.78498], [-7.35674, 2.54235, 0.02524], [-2.98398, 6.24776, 3.01812], [3.06144, -4.33657, 2.03157], [-3.29416, 6.02405, 0.84165], [5.94098, -0.95249, -1.72377], [7.92319, -2.29042, -1.05168], [3.34766, -5.48864, 0.72982], [-1.49440, -6.91543, 3.68422], [0.72204, 1.31665, -2.31980], [-2.30219, 0.01617, -0.08290], [-0.20786, 0.66636, -4.82172], [-1.33499, 4.30606, 3.72102], [-2.05249, -5.85079, 1.52489], [0.86447, -3.50055, 4.74403], [-8.71206, 1.80227, -2.29691], [5.56945, -1.65713, 4.40796], [7.74329, -3.62311, 0.09996], [-0.70086, -0.59261, -7.21006], [5.52673, -4.22215, 0.97636], [1.87879, -4.52668, 0.75301], [-0.98028, 0.85379, -2.32206], [2.75085, -4.05832, -3.03653], [3.09220, -1.43323, 4.04062], [4.20643, 0.20996, -2.48212], [-5.71437, 1.83292, -2.77690], [-6.69594, 0.63676, -1.92932], [-5.07829, 3.95317, 0.95920], [0.60873, -1.69494, -7.63699], [-1.12602, -3.63527, 0.96447], [1.27484, -3.17916, -5.92359], [-7.81262, 2.39720, -3.69871], [0.15355, 0.14656, -1.15483], [6.27942, 2.65795, -0.73734], [-4.79294, 6.55262, 1.74682], [7.12398, -0.40136, 2.95371], [-0.03822, -5.73910, 5.29916], [-1.91498, 6.32223, 2.87894], [-7.06859, 2.81682, 1.03535], [2.56722, 0.01566, -1.87093], [1.85508, -4.75917, -4.38641], [-8.62506, 4.27873, -2.53917], [3.11460, -0.94013, -3.25005], [7.69363, -1.95139, 0.65501], [1.13329, -4.69796, -2.77820], [-7.90998, 1.59745, 0.09275], [-4.47724, 4.64957, 3.35980], [-3.37349, 6.82519, 3.84311], [0.95845, -0.00917, -7.25606], [-9.30131, 3.44276, -0.46435], [-8.01565, 4.62906, -0.15437], [-7.01950, 4.16989, -2.14259]],
  "forces_ev_per_angstrom": [[-0.13, -0.06, 0.05], [-0.01, 0.02, 0.00], [-0.01, -0.02, 0.00], [0.19, -0.21, -0.15], [-0.02, 0.02, 0.01], [-0.02, 0.08, -0.01], [0.14, 0.11, -0.05], [0.03, 0.05, -0.04], [0.09, 0.01, -0.09], [0.08, -0.14, 0.11], [0.04, 0.00, 0.02], [0.03, -0.02, 0.03], [-0.32, 0.11, 0.15], [0.06, 0.07, -0.01], [-0.08, -0.08, 0.08], [-0.01, 0.01, 0.02], [0.00, 0.00, 0.00], [0.01, 0.00, -0.02], [0.00, -0.05, 0.03], [0.01, -0.03, -0.01], [-0.05, 0.03, -0.02], [-0.04, -0.02, -0.02], [-0.02, -0.01, -0.01], [0.01, 0.00, -0.01], [0.01, -0.06, 0.00], [-0.01, 0.01, 0.01], [0.04, 0.05, -0.02], [-0.01, 0.00, 0.03], [0.06, 0.10, -0.03], [0.00, 0.00, 0.00], [0.00, 0.01, -0.01], [-0.03, 0.02, -0.02], [0.01, -0.03, -0.02], [0.01, -0.04, 0.01], [-0.04, 0.03, 0.00], [-0.08, 0.02, -0.03], [0.05, -0.04, -0.01], [0.00, 0.03, -0.03], [0.01, -0.03, -0.02], [0.03, 0.01, -0.02], [-0.01, 0.04, -0.06], [0.01, -0.01, 0.04], [-0.03, -0.01, 0.03], [-0.07, 0.03, 0.03], [0.00, 0.04, 0.01], [-0.02, -0.07, 0.01], [0.00, 0.00, 0.00], [-0.01, 0.02, -0.04], [-0.01, 0.00, 0.00], [0.03, 0.04, -0.01], [-0.07, 0.02, -0.03], [-0.01, 0.02, 0.03], [0.00, 0.02, -0.01], [0.03, -0.13, -0.18], [0.04, 0.01, -0.03], [-0.08, -0.08, 0.08], [0.02, -0.01, 0.03], [0.02, -0.01, 0.08], [0.05, 0.04, 0.05], [0.01, -0.01, -0.05], [0.02, 0.00, 0.02], [0.03, -0.03, 0.00], [0.00, 0.01, 0.03], [-0.02, 0.00, -0.01], [0.01, -0.01, 0.00], [0.02, 0.01, -0.01], [-0.02, 0.02, 0.02], [0.01, -0.01, 0.00], [0.00, 0.01, 0.00], [0.00, 0.00, 0.00], [0.00, 0.02, 0.02], [0.00, 0.00, 0.00], [-0.01, 0.01, 0.00], [0.02, 0.00, 0.00], [0.00, 0.00, 0.00], [0.01, 0.01, 0.00], [0.00, 0.00, 0.00], [0.00, 0.00, -0.01], [0.00, -0.01, -0.01], [0.00, 0.00, 0.00], [0.00, 0.01, 0.00], [0.00, 0.00, 0.00], [0.00, 0.00, 0.00], [-0.07, 0.00, -0.02], [0.00, 0.01, 0.00], [0.02, 0.02, 0.02], [0.00, -0.01, 0.00], [0.02, 0.02, 0.01], [0.02, -0.03, 0.01], [-0.02, 0.00, 0.00], [-0.02, -0.01, -0.02], [0.00, 0.00, 0.00], [-0.01, 0.00, 0.00], [0.00, 0.00, 0.00], [0.01, 0.01, 0.00], [-0.04, 0.02, -0.01], [0.00, 0.00, 0.00], [0.00, 0.01, 0.00], [0.00, 0.00, 0.00], [0.00, 0.00, 0.00], [0.00, 0.00, 0.00], [0.03, -0.01, 0.00], [0.09, -0.02, 0.03], [0.01, 0.00, 0.00], [-0.02, -0.02, 0.01], [0.05, 0.03, 0.02], [0.00, 0.03, 0.03], [0.00, 0.01, -0.01], [-0.01, 0.01, -0.01], [0.01, -0.01, 0.00], [-0.01, 0.00, 0.00], [0.00, 0.00, 0.00], [0.00, 0.01, 0.00], [0.01, 0.00, 0.01], [-0.01, 0.01, -0.02]],
  "homo_energy_ev": [-8.50, -8.57],
  "spin_multiplicity": 2,
  "charge": 1
}

=====

[2]
{
  "formula": "C25H30FIN4O4PtS",
  "method": "ωB97M-V/def2-TZVPD",
  "symbols": ["Pt", "I", "S", "F", "O", "O", "O", "O", "N", "N", "N", "N", "C", "C", "C", "C", "C", "C", "C", "C", "C", "C", "C", "C", "C", "C", "C", "C", "C", "C", "C", "C", "C", "C", "C", "C", "C", "H", "H", "H", "H", "H", "H", "H", "H", "H", "H", "H", "H", "H", "H", "H", "H", "H", "H", "H", "H", "H", "H", "H", "H", "H", "H", "H", "H", "H", "H"],
  "positions_angstrom": [[-0.09000, 0.75390, -0.36560], [-2.51900, -4.58170, 1.57670], [2.16250, -1.19920, -2.14780], [-0.77570, 7.44540, -2.11840], [0.81580, -0.66920, -1.67370], [-0.12920, 0.91620, 1.77870], [-0.34790, 2.94590, -0.20360], [-0.42680, 1.64820, 3.83100], [-0.28890, 5.54870, 3.00620], [-0.71400, 9.34870, 0.03290], [-1.84680, -0.68580, -0.19050], [-1.44450, 12.21540, -0.29170], [-0.10640, 6.42410, 4.16520], [-1.58730, 11.45250, 0.98350], [4.30000, 0.21090, -1.32630], [-0.40630, 6.04770, 1.72630], [-0.62440, 7.99650, 0.21710], [-0.68590, 11.43440, -1.30730], [-0.32460, 4.23520, 3.19050], [-2.77260, -2.73910, 0.53910], [-2.99050, -0.36280, -0.78210], [-1.00330, 9.94690, -1.26200], [-0.48660, 7.42370, 1.49240], [2.82100, 0.12340, -3.23910], [-0.52460, 5.69530, -0.65180], [3.51490, 1.08660, -2.29640], [-0.64390, 7.04480, -0.85210], [-4.09090, -1.20770, -0.73730], [-0.56050, 10.32320, 1.09760], [-0.30120, 1.83160, 2.64210], [-3.98200, -2.42220, -0.07850], [-1.71640, -1.82490, 0.46830], [-0.34940, 3.29550, 2.17600], [-1.41550, 7.02110, 4.66470], [3.29750, -0.76620, -0.75150], [-0.43360, 5.14530, 0.63330], [-0.36970, 3.69430, 0.81500], [-0.72850, 9.86680, 2.07250], [-1.91650, 7.63020, 3.91720], [-4.81850, -3.10780, -0.04650], [2.65650, -0.30360, 0.01010], [0.61660, 7.19770, 3.90090], [3.52420, -0.36250, -3.91610], [2.76990, 1.68710, -1.75690], [5.09800, -0.31010, -1.85650], [-2.58800, 11.01770, 1.02520], [-0.38620, 9.49450, -2.04320], [3.75090, -1.67270, -0.36140], [-2.10020, 6.23790, 4.97230], [0.33910, 5.83580, 4.96790], [-0.77000, -2.02790, 0.95270], [2.00540, 0.55450, -3.81820], [-0.31250, 3.86590, 4.21050], [4.77040, 0.78930, -0.53080], [-0.92350, 11.80820, -2.30400], [-5.01640, -0.91260, -1.20930], [-2.38130, 12.45680, -0.64380], [0.38440, 11.58060, -1.15140], [-3.02900, 0.58330, -1.30780], [-2.05070, 9.75130, -1.52790], [0.46330, 10.72360, 1.09740], [-0.50650, 5.03710, -1.50710], [4.17380, 1.75850, -2.84460], [-0.96880, 13.11610, -0.13420], [-1.47520, 12.12660, 1.83790], [-0.46150, 8.06650, 2.35170], [-1.20360, 7.63750, 5.53340]],
  "forces_ev_per_angstrom": [[-1.37, 0.52, 2.31], [-0.09, 1.09, -0.51], [1.92, 0.22, -0.39], [0.02, -0.07, 0.25], [-3.44, 1.33, 1.57], [0.41, -3.37, -3.33], [0.85, -2.83, -1.50], [0.27, -1.12, -0.77], [0.03, -0.43, -0.60], [0.06, -0.34, -0.01], [1.51, 1.04, -0.10], [-0.18, 0.60, -0.10], [-0.13, 0.56, 0.74], [-0.03, -0.57, 0.93], [0.08, 0.43, -0.07], [0.09, 0.21, -0.34], [0.13, 0.01, 0.63], [0.41, -0.53, -0.66], [0.11, -0.38, 0.05], [0.18, -0.87, 0.30], [-0.46, 0.81, -0.58], [-0.26, -0.04, -0.75], [0.00, 0.17, -0.13], [0.00, -0.10, 0.33], [-0.01, 0.11, 0.13], [0.33, 0.06, 0.05], [0.02, -0.40, -0.26], [0.16, 0.00, 0.36], [0.18, 0.19, 0.33], [-1.00, 4.41, 1.43], [0.19, 0.14, 0.01], [0.69, -0.85, 0.42], [0.40, -1.09, -0.55], [0.04, -0.05, -0.05], [0.18, -0.26, -0.18], [-0.37, -0.42, -0.64], [-0.22, 1.86, 2.32], [0.01, 0.17, -0.11], [-0.04, 0.06, -0.05], [0.00, -0.03, -0.01], [-0.01, -0.18, -0.14], [0.00, -0.13, -0.07], [0.00, -0.12, -0.04], [0.09, 0.06, -0.04], [-0.01, -0.05, 0.01], [0.03, 0.19, -0.14], [-0.16, 0.25, 0.14], [-0.14, -0.15, 0.06], [-0.11, -0.12, 0.07], [0.04, -0.08, -0.20], [-0.06, 0.05, 0.08], [-0.13, -0.26, 0.00], [0.09, 0.06, 0.01], [-0.02, -0.05, 0.03], [-0.02, 0.07, 0.13], [0.03, 0.07, -0.13], [0.27, -0.03, 0.02], [-0.15, 0.20, 0.15], [-0.01, -0.10, -0.11], [0.10, 0.16, -0.07], [-0.14, -0.06, 0.10], [-0.10, 0.09, -0.14], [-0.11, 0.09, -0.03], [-0.15, -0.25, -0.01], [-0.05, -0.01, -0.26], [0.06, 0.04, 0.02], [0.00, 0.07, 0.07]],
  "homo_energy_ev": [-17.93, -17.92],
  "spin_multiplicity": 1,
  "charge": 4
}

=====

[3]
{
  "formula": "C5H7N4S",
  "method": "ωB97M-V/def2-TZVPD",
  "symbols": ["S", "N", "N", "N", "N", "C", "C", "C", "C", "C", "H", "H", "H", "H", "H", "H", "H"],
  "positions_angstrom": [[-2.32514, 1.22554, 0.35763], [1.34198, 1.46151, -0.79624], [0.64975, 0.94405, 0.59145], [-2.21077, -1.23622, -0.44076], [1.32804, -1.47702, 0.48373], [0.19520, -1.75368, -0.04481], [-0.99458, -0.90554, -0.09909], [1.46308, -0.16000, 1.03321], [-3.07343, -0.32642, -0.24128], [-0.77452, 0.43559, 0.23002], [2.00126, 0.68109, -1.06388], [-4.09620, -0.21158, -0.69063], [1.90160, 2.24538, -0.42188], [0.19608, -2.74834, -0.50090], [1.40406, -0.30088, 2.08139], [2.44105, 0.33233, 1.00836], [0.55254, 1.79420, -1.48633]],
  "forces_ev_per_angstrom": [[0.37, -0.93, -0.61], [-1.41, -0.48, 1.14], [-3.78, -0.05, -1.92], [-1.80, -2.05, -0.51], [-0.29, 1.08, -0.91], [0.79, -1.69, -0.58], [3.59, 2.47, 0.83], [0.96, 0.16, 0.10], [-0.40, 3.00, -0.51], [1.08, -0.12, 0.67], [-1.11, 1.02, -0.56], [0.99, -0.64, 0.96], [-0.38, -0.17, -0.62], [-0.62, 0.14, 0.17], [-0.83, 0.30, 1.43], [0.67, -0.99, -0.46], [2.18, -1.04, 1.37]],
  "homo_energy_ev": -13.34,
  "spin_multiplicity": 1,
  "smiles": "[NH3+]N1CN=Cc2ncsc21",
  "charge": 1
}